# 1
Density functional theory data (wB97M-V/def2-TZVPD) for a 12-piece molecular cluster, C5H34NO13 overall at a distorted geometry.

Element x y z (Å)
1 C 2.357 2.042 -0.495
2 N 1.368 1.022 -0.909
3 C 0.348 0.569 0.073
4 C 0.033 -0.892 -0.055
5 C -0.689 -1.332 -1.340
6 O -0.032 -1.085 -2.580
7 C 0.742 0.849 1.535
8 O 0.678 2.234 1.884
9 H 3.176 1.484 -0.027
10 H 2.742 2.523 -1.390
11 H 1.949 2.746 0.232
12 H 2.181 -0.212 -1.564
13 H -0.551 1.171 -0.081
14 H 0.776 -1.659 0.210
15 H -0.713 -1.163 0.706
16 H -0.970 -2.402 -1.299
17 H -1.663 -0.848 -1.468
18 H 0.909 -1.223 -2.481
19 H -0.004 0.351 2.179
20 H 1.669 0.395 1.874
21 H -3.909 -0.922 0.326
22 H -3.608 0.466 -0.197
23 O -4.115 -0.378 -0.439
24 H -1.532 3.986 0.081
25 H -2.131 2.757 -0.512
26 O -2.099 3.727 -0.657
27 H -1.632 1.804 3.296
28 H -2.436 2.215 1.842
29 O -1.849 2.543 2.725
30 H -3.908 1.872 1.014
31 H 0.883 1.302 -1.754
32 O -3.012 1.593 0.793
33 H 3.483 -0.875 -2.481
34 H 1.741 -3.476 -2.234
35 O 2.916 -0.932 -1.704
36 H 4.115 -0.510 1.163
37 H -0.250 2.449 2.145
38 O 4.397 -1.008 0.387
39 H 3.272 -3.582 1.589
40 H 3.470 -2.770 0.252
41 O 2.961 -3.483 0.688
42 H -1.571 -3.912 1.702
43 H -2.198 -2.701 1.019
44 O -1.457 -2.965 1.575
45 H 3.818 -0.698 -0.371
46 H 2.292 -4.108 -0.990
47 O 2.055 -4.325 -1.906
48 H -1.798 3.257 -2.414
49 H -2.638 2.023 -3.049
50 O -1.990 2.709 -3.187
51 H -2.404 0.187 1.387
52 H -2.734 -0.222 2.875
53 O -2.438 -0.591 2.034

Atomic forces in eV per Å
C -0.236 -0.819 0.171
N -0.130 -0.192 -0.500
C 0.939 0.377 0.771
C -1.657 -1.609 -0.355
C -0.515 -0.280 -0.258
O 0.031 0.263 -0.252
C -1.441 0.450 0.743
O 0.673 -0.155 -0.250
H 0.111 0.390 0.032
H 0.021 0.147 0.029
H 0.112 0.082 -0.280
H 0.837 0.412 0.006
H -0.224 -0.185 -0.030
H 0.694 0.741 -0.306
H 0.199 0.547 -0.084
H 0.463 0.184 0.305
H 0.128 0.352 0.325
H 0.346 -0.271 0.128
H 0.064 -0.208 -0.492
H 0.567 0.229 -0.399
H -0.079 -0.082 0.154
H -0.666 -0.933 -0.194
O 0.390 0.526 -0.270
H -0.096 0.217 -0.094
H -0.715 0.318 0.330
O 0.720 -0.222 0.092
H -0.301 -0.209 -0.041
H 0.842 -0.446 0.795
O -0.106 0.607 -0.377
H -0.056 -0.134 -0.233
H -0.097 0.211 0.116
O 0.092 0.855 -0.279
H -0.442 0.418 -0.032
H -0.059 -0.042 -0.150
O -0.385 -0.535 -0.149
H 0.031 -0.078 -0.111
H 0.033 -0.079 -0.009
O -0.124 0.429 -0.058
H 0.162 0.225 -0.126
H 0.001 -0.061 0.787
O -0.145 -0.058 -0.561
H 0.070 -0.042 -0.104
H -0.010 0.182 0.224
O 0.015 -0.838 0.060
H 0.432 -0.542 0.518
H 0.012 -0.288 0.049
O -0.008 0.229 0.090
H -0.643 -0.328 0.388
H -0.159 0.061 0.692
O 0.810 0.227 -1.305
H -0.706 -0.415 1.206
H -0.041 0.053 -0.377
O 0.246 0.318 -0.338

Values from the calculation:
maximum force	0.0454	Eh/bohr
E	-1243.826024	Eh
E_LUMO	2.59	eV
HOMO-LUMO gap	9.32	eV
charge	-1
HOMO	-6.73	eV

# 2
Density functional theory data (wB97M-V/def2-TZVPD) for a 13-piece molecular cluster, C5H34O12 overall at a distorted geometry.

Element x y z (Å)
1 C 2.798 -0.390 0.337
2 C 3.837 0.437 -0.399
3 C 4.694 -0.294 -1.457
4 C 3.886 -0.712 -2.656
5 C 2.997 -1.674 -2.781
6 H 2.524 -1.232 -0.313
7 H 3.168 -1.059 1.119
8 H 1.893 0.124 0.637
9 H 3.397 1.313 -0.873
10 H 4.535 0.812 0.359
11 H 5.123 -1.168 -0.953
12 H 5.558 0.322 -1.693
13 H 4.142 -0.095 -3.515
14 H 2.635 -2.440 -2.104
15 H 2.535 -1.927 -3.732
16 H -2.239 1.614 1.355
17 H -1.513 0.489 0.706
18 O -2.184 0.644 1.383
19 H 0.475 -1.322 4.096
20 H -0.855 -1.002 4.917
21 O -0.274 -1.685 4.578
22 H 2.365 0.613 2.398
23 H 2.254 1.050 3.915
24 O 1.784 0.680 3.163
25 H -2.506 0.233 3.536
26 H -2.621 -1.234 3.949
27 O -2.452 -0.355 4.305
28 H -0.309 -2.660 2.635
29 H 0.488 -3.913 2.232
30 O 0.186 -3.061 1.906
31 H -2.213 3.258 -3.178
32 H -0.731 3.207 -2.823
33 O -1.605 3.450 -2.456
34 H 1.365 2.142 -2.375
35 H 0.417 1.430 -3.224
36 O 1.069 2.175 -3.293
37 H -1.595 4.028 -0.007
38 H -1.547 2.882 -0.799
39 O -1.696 3.075 0.161
40 H -3.770 -1.733 -1.199
41 H -3.362 -2.353 0.161
42 O -3.837 -2.529 -0.657
43 H -0.816 -1.036 0.915
44 H -0.679 -2.088 -0.214
45 O -1.304 -1.520 0.246
46 H -1.623 0.771 -1.983
47 H -1.275 -0.176 -3.011
48 O -1.146 0.768 -2.841
49 H -3.682 0.937 -1.009
50 H -3.113 -0.364 -0.381
51 O -3.102 0.186 -1.170

Atomic forces in eV per Å
C 0.056 -1.984 -1.097
C 0.781 0.565 0.593
C -0.681 -0.871 1.232
C 1.032 0.735 -0.028
C -0.790 -1.239 -0.797
H -0.709 0.570 -0.326
H 0.400 0.833 0.636
H -0.056 0.125 0.006
H -0.202 0.055 0.032
H 0.023 0.276 -0.167
H -0.077 -0.134 -0.106
H -0.165 0.167 -0.407
H -0.425 -0.203 -0.235
H 0.592 0.398 0.819
H 0.142 0.686 -0.319
H -0.034 -0.025 0.022
H -0.308 0.129 0.060
O 0.108 0.475 0.350
H -0.097 0.619 0.248
H 0.040 0.638 -0.380
O 0.726 -1.504 -0.119
H 0.245 0.105 0.386
H 0.257 0.029 -0.242
O -0.551 -0.216 0.066
H 0.159 -0.227 0.043
H -0.022 0.049 -0.055
O -0.654 0.453 -0.047
H 0.044 -0.170 0.204
H -0.010 0.038 0.132
O 0.155 -0.019 -0.064
H -0.030 -0.075 0.129
H -0.126 0.055 0.012
O 0.472 0.180 -0.479
H 0.498 0.364 -0.040
H 0.222 0.577 -0.503
O -0.617 -0.629 0.640
H -0.227 -0.014 0.980
H -0.459 -0.605 0.516
O 0.478 0.711 -1.208
H -0.013 -0.260 0.027
H 0.211 0.007 -0.148
O -0.386 -0.246 -0.087
H 0.375 -0.565 0.245
H 0.143 -0.148 0.312
O -0.357 0.343 -0.511
H 0.001 0.429 -0.284
H 0.238 0.096 -0.519
O -0.273 -1.077 0.435
H -0.062 -0.091 0.200
H 0.245 0.436 0.478
O -0.313 0.160 -0.632

Values from the calculation:
maximum force	0.0441	Eh/bohr
E	-1113.727156	Eh
E_LUMO	0.13	eV
HOMO-LUMO gap	10.11	eV
charge	0
HOMO	-9.98	eV